(1)
Formula: C23H30B2CdN9O2S2
Source: OMol25
Level of theory: ωB97M-V/def2-TZVPD

Last column: Mulliken charge in e.
CARTESIAN COORDINATES (ANGSTROEM)
Cd1 0.49 -0.35 0.66  3.34
C1 4.80 -1.66 0.19  -1.21
C2 3.43 -1.67 -0.10  -0.50
N1 2.80 -0.74 0.60  0.50
N2 3.73 -0.11 1.34  -0.19
C3 4.94 -0.65 1.11  -0.13
B1 3.39 1.04 2.30  -0.25
N3 2.81 2.23 1.51  -0.08
C4 3.16 3.53 1.56  -0.30
C5 2.27 4.25 0.78  -1.21
C6 1.40 3.27 0.28  -0.22
N4 1.73 2.07 0.72  -0.05
N5 2.37 0.58 3.36  0.21
C7 2.49 0.61 4.70  -0.19
C8 1.32 0.12 5.25  -1.08
C9 0.54 -0.21 4.14  -0.30
N6 1.17 0.08 3.01  -0.47
H1 5.57 -2.30 -0.21  0.39
H2 2.86 -2.30 -0.77  0.32
H3 5.81 -0.27 1.63  0.41
H4 4.40 1.40 2.86  -0.19
H5 4.00 3.85 2.15  0.42
H6 2.26 5.31 0.60  0.39
H7 0.55 3.38 -0.38  0.47
H8 3.39 0.98 5.16  0.41
H9 1.09 0.00 6.29  0.38
H10 -0.45 -0.64 4.10  0.46
C10 -0.77 -5.72 2.54  -0.80
S1 -0.83 -5.55 0.75  -0.09
C11 -0.23 -3.90 0.48  0.31
S2 0.25 -2.91 1.77  -0.59
N7 -0.24 -3.67 -0.82  -1.45
N8 0.24 -2.45 -1.18  1.05
C12 0.09 -2.17 -2.41  -1.07
C13 0.53 -0.87 -2.94  1.09
C14 0.19 -0.50 -4.24  -0.96
C15 0.58 0.74 -4.71  -0.39
C16 1.31 1.57 -3.88  -0.98
C17 1.62 1.11 -2.60  -0.29
N9 1.24 -0.08 -2.14  0.22
H11 -1.16 -6.72 2.75  0.33
H12 0.24 -5.63 2.92  0.26
H13 -1.40 -4.98 3.03  0.26
H14 -0.41 -2.87 -3.09  0.23
H15 -0.39 -1.18 -4.86  0.41
H16 0.31 1.06 -5.71  0.40
H17 1.64 2.55 -4.20  0.43
H18 2.19 1.72 -1.91  0.51
C18 -3.70 2.54 -0.02  -1.94
C19 -3.69 1.03 -0.24  1.74
C20 -5.04 0.44 0.12  -1.88
O1 -2.69 0.48 0.63  -0.54
B2 -1.50 0.33 -0.08  -0.89
O2 -1.74 0.59 -1.43  0.06
C21 -3.15 0.63 -1.65  1.55
C22 -3.45 1.62 -2.76  -1.92
C23 -3.58 -0.78 -2.07  -2.00
H19 -3.88 2.73 1.03  0.52
H20 -4.49 3.03 -0.61  0.33
H21 -2.74 2.98 -0.29  0.26
H22 -5.33 0.78 1.11  0.46
H23 -5.00 -0.65 0.13  0.35
H24 -5.80 0.75 -0.59  0.33
H25 -3.02 2.60 -2.54  0.36
H26 -4.53 1.73 -2.91  0.35
H27 -3.01 1.25 -3.69  0.46
H28 -3.37 -1.50 -1.28  0.38
H29 -2.99 -1.06 -2.94  0.46
H30 -4.64 -0.82 -2.33  0.36

The spin multiplicity is 1. For the energy relative to the best compared isomer or geometry (same formula, charge and spin), the calculation gives 0.0 kJ/mol. Its HOMO-LUMO gap is 7.02 eV. Its charge is -1. Its HOMO energy is -4.36 eV.

---

(2)
Formula: C23H30EuF9N8O2PS3
Source: OMol25
Level of theory: ωB97M-V/def2-TZVPD

Last column: Mulliken charge in e.
CARTESIAN COORDINATES (ANGSTROEM)
Eu1 1.16 -0.09 -0.44  0.56
O1 1.87 2.16 -0.59  -0.28
N1 1.47 3.16 -1.38  0.07
C1 2.43 3.98 -1.86  -0.20
C2 2.12 5.04 -2.67  -0.87
C3 0.77 5.25 -2.98  -0.21
C4 -0.18 4.41 -2.48  -0.90
C5 0.14 3.32 -1.65  0.27
S1 -0.99 2.23 -0.98  -0.30
H1 3.43 3.71 -1.54  0.43
H2 2.90 5.68 -3.04  0.44
H3 0.48 6.07 -3.62  0.38
H4 -1.23 4.55 -2.71  0.44
F1 6.78 -0.54 -0.51  -0.27
C6 5.64 -1.23 -0.31  0.51
F2 5.63 -1.71 0.95  -0.22
F3 5.66 -2.29 -1.12  -0.25
C7 4.37 -0.35 -0.54  1.02
O2 3.28 -1.07 -0.27  -0.66
C8 4.30 0.12 -2.05  0.56
F4 4.95 1.25 -2.34  -0.27
F5 2.99 0.30 -2.40  -0.23
F6 4.77 -0.81 -2.87  -0.28
C9 4.49 0.89 0.51  0.61
F7 4.65 2.10 -0.03  -0.24
F8 3.37 0.90 1.27  -0.17
F9 5.50 0.76 1.38  -0.33
C10 -0.33 -4.53 2.59  -0.84
N2 0.96 -3.87 2.55  0.26
C11 1.85 -3.74 3.58  -0.56
C12 2.90 -3.02 3.11  -0.43
N3 2.64 -2.73 1.81  0.19
C13 1.45 -3.25 1.45  -0.28
S2 0.69 -3.14 -0.07  -0.41
H5 -0.42 -5.05 3.55  0.31
H6 -0.41 -5.24 1.77  0.35
H7 -1.13 -3.79 2.50  0.24
H8 1.65 -4.15 4.55  0.42
H9 3.79 -2.69 3.60  0.49
H10 3.17 -2.18 1.12  0.16
C14 -2.54 0.60 3.70  -0.93
N4 -1.65 1.56 3.11  0.19
C15 -1.94 2.98 3.11  -0.60
C16 -0.77 3.57 2.30  -0.51
N5 0.12 2.44 2.18  0.06
C17 -0.47 1.29 2.55  0.07
S3 0.19 -0.25 2.32  -0.21
H11 -3.49 0.58 3.16  0.34
H12 -2.73 0.85 4.74  0.31
H13 -2.08 -0.39 3.64  0.23
H14 -1.99 3.36 4.14  0.33
H15 -2.91 3.16 2.64  0.38
H16 -0.28 4.40 2.83  0.42
H17 -1.10 3.91 1.32  0.14
H18 0.90 2.42 1.53  0.08
C18 -4.13 -2.11 -3.23  -0.90
N6 -3.95 -0.67 -3.10  0.08
C19 -4.65 -0.22 -1.90  -1.03
N7 -4.28 -0.92 -0.68  0.10
C20 -4.44 -2.36 -0.90  -1.02
N8 -3.72 -2.87 -2.06  0.12
C21 -2.27 -2.79 -1.85  -1.09
P1 -1.65 -1.06 -1.58  0.89
C22 -2.53 -0.33 -3.04  -0.94
C23 -2.90 -0.61 -0.29  -0.55
H19 -3.56 -2.46 -4.10  0.41
H20 -5.19 -2.31 -3.40  0.31
H21 -5.72 -0.37 -2.06  0.29
H22 -4.47 0.85 -1.77  0.44
H23 -5.51 -2.55 -1.07  0.30
H24 -4.12 -2.89 -0.01  0.41
H25 -1.76 -3.23 -2.71  0.36
H26 -2.00 -3.39 -0.98  0.50
H27 -2.04 -0.67 -3.95  0.44
H28 -2.43 0.77 -2.99  0.40
H29 -2.83 0.46 -0.06  0.44
H30 -2.65 -1.16 0.63  0.26

The spin multiplicity is 8. As for the expectation value of S²: 15.760. For the energy relative to the best compared isomer or geometry (same formula, charge and spin), the calculation gives 0.0 kJ/mol. Its HOMO-LUMO gap (alpha / beta) is 7.02 / 8.02 eV. Its charge is 0. Its HOMO energy (alpha / beta) is -6.58 / -7.58 eV.

---

(3)
Formula: C23H30F5MgN8O9S
Source: OMol25
Level of theory: ωB97M-V/def2-TZVPD

Last column: Mulliken charge in e.
CARTESIAN COORDINATES (ANGSTROEM)
Mg1 0.79 4.75 -3.34  1.29
C1 0.24 -1.23 1.18  0.64
F1 0.04 -1.56 2.41  -0.19
F2 1.22 -2.00 0.63  -0.19
F3 -0.99 -1.44 0.68  -0.20
S1 0.79 0.72 1.12  1.10
O1 2.23 0.79 1.26  -0.47
O2 0.48 1.24 -0.22  -0.50
O3 0.06 1.44 2.15  -0.49
C2 -6.19 -1.11 3.49  -0.37
C3 -5.79 -2.06 4.63  0.30
O4 -5.85 -3.27 4.06  -0.29
C4 -6.40 -3.21 2.85  0.67
O5 -6.56 -4.12 2.01  -0.57
O6 -6.81 -1.95 2.61  -0.31
F4 -6.81 -1.97 5.50  -0.30
H1 -5.30 -0.64 3.06  0.28
H2 -6.98 -0.44 3.81  0.26
H3 -4.83 -1.86 5.11  0.32
C5 3.29 -6.57 -6.02  -0.40
C6 3.29 -5.77 -4.72  0.28
O7 3.86 -4.52 -5.07  -0.28
C7 3.38 -4.28 -6.35  0.65
O8 3.29 -3.22 -6.95  -0.52
O9 2.82 -5.46 -6.85  -0.32
F5 4.10 -6.38 -3.89  -0.28
H4 2.62 -7.43 -5.96  0.28
H5 4.25 -6.97 -6.37  0.27
H6 2.27 -5.79 -4.33  0.31
C8 7.50 1.24 -4.55  -0.71
C9 6.19 1.85 -4.45  0.27
N1 5.15 2.33 -4.32  -0.36
H7 7.38 0.37 -3.90  0.25
H8 8.30 1.80 -4.07  0.29
H9 7.70 0.92 -5.57  0.27
C10 -2.18 6.71 6.11  -0.68
C11 -3.28 5.87 6.39  0.31
N2 -4.17 5.15 6.58  -0.37
H10 -1.31 6.14 6.42  0.24
H11 -2.18 7.67 6.62  0.28
H12 -2.30 6.86 5.04  0.22
C12 -2.95 1.07 -9.07  -0.74
C13 -2.35 1.69 -7.91  0.31
N3 -1.78 2.06 -6.97  -0.37
H13 -3.93 0.66 -8.82  0.26
H14 -2.31 0.29 -9.49  0.27
H15 -3.12 1.81 -9.85  0.27
C14 4.12 7.48 2.69  -0.75
C15 3.62 7.25 1.40  0.38
N4 3.24 7.09 0.27  -0.42
H16 5.15 7.82 2.62  0.27
H17 4.14 6.58 3.30  0.27
H18 3.54 8.25 3.21  0.26
C16 2.56 -0.12 7.60  -0.70
C17 1.47 -0.77 8.41  0.29
N5 0.61 -1.22 9.01  -0.32
H19 3.60 -0.41 7.77  0.28
H20 2.50 0.97 7.61  0.25
H21 2.38 -0.41 6.57  0.21
C18 -5.23 6.32 0.83  -0.73
C19 -4.01 6.35 0.05  0.24
N6 -3.13 6.40 -0.62  -0.31
H22 -5.09 5.50 1.54  0.26
H23 -6.10 6.10 0.20  0.28
H24 -5.39 7.24 1.38  0.27
C20 5.38 -6.43 3.36  -0.74
C21 5.70 -5.10 3.89  0.28
N7 5.92 -4.07 4.30  -0.32
H25 5.26 -7.14 4.17  0.25
H26 6.28 -6.76 2.84  0.25
H27 4.57 -6.52 2.63  0.27
C22 -4.94 -4.07 -4.59  -0.81
C23 -4.16 -4.08 -5.78  0.35
N8 -3.53 -4.13 -6.73  -0.34
H28 -5.70 -4.85 -4.59  0.27
H29 -5.26 -3.08 -4.27  0.27
H30 -4.34 -4.37 -3.74  0.27

The spin multiplicity is 1. Its HOMO-LUMO gap is 2.57 eV. Its charge is +1. Its HOMO energy is -11.82 eV.

---

(4)
Formula: C23H30FN2O5
Source: OMol25
Level of theory: ωB97M-V/def2-TZVPD

Last column: Mulliken charge in e.
CARTESIAN COORDINATES (ANGSTROEM)
N1 -2.45 1.97 -0.50  -0.47
C1 -1.04 2.39 -0.45  -1.01
C2 -0.34 2.10 0.87  0.85
C3 1.16 2.37 0.83  -0.44
C4 1.83 2.54 2.20  -1.09
C5 2.16 1.21 2.89  -1.09
C6 0.97 0.35 3.27  2.00
C7 1.30 -1.13 3.26  -1.98
C8 1.26 -1.76 1.85  0.83
C9 -0.10 -2.40 1.50  -1.10
N2 -0.99 -1.59 0.65  -0.69
C10 0.38 0.78 4.61  -1.08
C11 -1.09 0.80 4.38  0.37
O1 -1.81 1.65 3.99  -0.57
F1 -1.67 -0.43 4.66  -0.30
H1 -2.86 2.18 0.41  0.24
H2 -2.47 0.95 -0.55  0.29
H3 -1.00 3.46 -0.69  0.30
H4 -0.51 1.87 -1.26  0.30
H5 -0.50 1.05 1.15  -0.95
H6 -0.81 2.68 1.68  0.31
H7 1.34 3.28 0.22  0.49
H8 1.66 1.55 0.30  -0.06
H9 1.18 3.13 2.86  0.34
H10 2.76 3.12 2.07  0.38
H11 2.82 0.63 2.23  0.08
H12 2.77 1.45 3.80  0.31
H13 0.56 -1.64 3.88  0.39
H14 2.30 -1.34 3.71  0.34
H15 1.43 -0.96 1.12  -0.44
H16 2.07 -2.50 1.72  0.36
H17 0.05 -3.37 1.00  0.30
H18 -0.66 -2.61 2.42  0.38
H19 -1.14 -0.71 1.12  0.29
H20 -0.50 -1.37 -0.21  0.30
H21 0.63 0.11 5.44  0.48
H22 0.66 1.81 4.87  0.37
C12 4.46 -2.45 -0.27  -0.25
C13 5.02 -3.57 -0.72  -0.36
C14 4.79 -4.04 -2.10  0.38
O2 5.30 -5.06 -2.52  -0.58
C15 3.91 -3.22 -2.97  -0.38
C16 3.35 -2.10 -2.53  -0.43
C17 3.59 -1.62 -1.14  0.36
O3 3.09 -0.60 -0.73  -0.46
H23 4.60 -2.09 0.74  0.43
H24 5.65 -4.20 -0.10  0.40
H25 3.75 -3.59 -3.98  0.39
H26 2.70 -1.48 -3.13  0.44
C18 -4.63 1.44 -2.98  -0.11
C19 -5.87 1.65 -3.41  -0.45
C20 -6.30 1.29 -4.78  0.35
O4 -7.43 1.50 -5.17  -0.57
C21 -5.29 0.65 -5.66  -0.35
C22 -4.06 0.42 -5.24  -0.44
C23 -3.62 0.78 -3.86  0.38
O5 -2.50 0.53 -3.49  -0.49
H27 -4.29 1.71 -1.98  0.52
H28 -6.62 2.12 -2.79  0.41
H29 -5.63 0.39 -6.66  0.39
H30 -3.30 -0.05 -5.86  0.40

The spin multiplicity is 1. Its HOMO-LUMO gap is 2.36 eV. Its charge is -1. Its HOMO energy is -1.97 eV.

---

(5)
Formula: C23H30N2O4S
Source: OMol25
Level of theory: ωB97M-V/def2-TZVPD

Last column: Mulliken charge in e.
CARTESIAN COORDINATES (ANGSTROEM)
C1 -6.76 0.73 3.38  -1.45
C2 -5.74 0.54 2.27  -0.27
O1 -4.61 1.33 2.58  -0.41
C3 -3.56 1.35 1.71  0.65
C4 -2.50 2.18 2.06  -0.71
C5 -1.38 2.28 1.26  -0.21
C6 -1.29 1.52 0.09  -0.41
N1 -0.13 1.56 -0.70  0.59
C7 -0.27 1.65 -2.14  -1.31
C8 -0.14 0.29 -2.85  0.77
O2 -1.06 -0.20 -3.48  -0.73
N2 1.08 -0.25 -2.72  0.30
C9 1.48 -1.47 -3.38  -0.13
C10 1.16 -2.73 -2.56  -1.15
C11 1.40 -2.63 -1.05  -0.35
C12 2.73 -2.00 -0.62  0.17
C13 3.90 -2.24 -1.57  -1.11
C14 3.96 -1.19 -2.69  -0.40
C15 2.94 -1.40 -3.81  -1.18
S1 1.31 2.09 -0.05  1.32
O3 1.35 3.51 0.14  -0.74
O4 2.34 1.53 -0.90  -0.70
C16 1.40 1.26 1.54  0.09
C17 2.02 1.93 2.58  -0.54
C18 2.15 1.30 3.81  -0.65
C19 1.66 0.01 3.98  -0.45
C20 1.04 -0.65 2.92  -1.01
C21 0.91 -0.02 1.70  0.16
C22 -2.35 0.70 -0.26  -0.73
C23 -3.48 0.62 0.53  -0.53
H1 -7.64 0.13 3.18  0.42
H2 -7.04 1.78 3.44  0.33
H3 -6.33 0.42 4.33  0.33
H4 -6.17 0.85 1.30  0.36
H5 -5.45 -0.52 2.20  0.36
H6 -2.58 2.76 2.97  0.47
H7 -0.59 2.96 1.52  0.73
H8 0.53 2.31 -2.50  0.57
H9 -1.24 2.09 -2.40  0.45
H10 1.76 0.24 -2.15  0.00
H11 0.86 -1.53 -4.29  0.43
H12 1.73 -3.56 -2.98  0.43
H13 0.10 -2.97 -2.70  0.46
H14 0.59 -2.06 -0.61  -0.04
H15 1.33 -3.64 -0.65  0.42
H16 2.99 -2.42 0.36  0.62
H17 2.62 -0.93 -0.48  -0.39
H18 4.83 -2.16 -1.00  0.41
H19 3.86 -3.24 -2.00  0.38
H20 4.95 -1.22 -3.15  0.41
H21 3.84 -0.20 -2.25  0.18
H22 3.18 -2.32 -4.35  0.45
H23 3.05 -0.57 -4.52  0.34
H24 2.38 2.93 2.42  0.50
H25 2.63 1.80 4.63  0.43
H26 1.76 -0.48 4.93  0.42
H27 0.66 -1.65 3.06  0.47
H28 0.42 -0.51 0.87  0.33
H29 -2.30 0.13 -1.18  0.41
H30 -4.29 -0.02 0.22  0.44

The spin multiplicity is 1. Its SMILES is CCOc1ccc(N(CC(=O)NC2CCCCCC2)S(=O)(=O)c2ccccc2)cc1. For the energy relative to the best compared isomer or geometry (same formula, charge and spin), the calculation gives 64.5 kJ/mol. Its HOMO-LUMO gap is 8.61 eV. Its charge is 0. Its HOMO energy is -8.17 eV.

---

(6)
Formula: C23H30N2O5
Source: OMol25
Level of theory: ωB97M-V/def2-TZVPD

Last column: Mulliken charge in e.
CARTESIAN COORDINATES (ANGSTROEM)
C1 1.98 -1.89 -2.32  -1.00
O1 2.35 -0.62 -1.84  -0.42
C2 1.39 0.35 -1.77  1.04
C3 0.08 0.21 -2.18  -0.53
C4 -0.81 1.27 -2.08  -0.60
C5 -0.40 2.49 -1.58  -0.19
C6 -1.37 3.63 -1.45  -1.46
C7 -1.72 3.90 0.03  -1.01
N1 -1.95 2.67 0.76  0.00
C8 -2.96 1.84 0.46  0.20
O2 -3.87 2.12 -0.30  -0.68
C9 -2.86 0.50 1.23  -0.30
N2 -1.68 -0.24 0.81  0.51
C10 -0.46 -0.03 1.32  0.43
O3 -0.17 0.86 2.10  -0.80
O4 0.41 -0.96 0.88  -0.26
C11 1.75 -0.85 1.39  -0.75
C12 2.50 -2.11 1.07  0.69
C13 1.92 -3.35 1.31  -0.31
C14 2.62 -4.51 1.02  -0.63
C15 3.90 -4.44 0.50  -0.48
C16 4.48 -3.20 0.26  -0.64
C17 3.78 -2.04 0.55  -0.29
C18 -4.13 -0.35 1.09  0.44
C19 -4.32 -0.90 -0.32  -1.55
C20 -4.12 -1.48 2.12  -1.51
C21 0.91 2.63 -1.15  -0.23
C22 1.81 1.58 -1.23  0.68
O5 3.11 1.63 -0.80  -0.44
C23 3.58 2.82 -0.23  -1.03
H1 1.21 -2.34 -1.68  0.34
H2 2.88 -2.50 -2.27  0.22
H3 1.62 -1.84 -3.35  0.41
H4 -0.26 -0.73 -2.59  0.45
H5 -1.83 1.13 -2.40  0.35
H6 -0.96 4.54 -1.88  0.50
H7 -2.30 3.37 -1.97  0.38
H8 -2.62 4.51 0.08  0.42
H9 -0.90 4.42 0.53  0.47
H10 -1.20 2.31 1.34  0.37
H11 -2.71 0.76 2.28  0.33
H12 -1.78 -0.92 0.08  0.20
H13 2.24 0.02 0.94  0.00
H14 1.69 -0.68 2.47  0.64
H15 0.92 -3.40 1.71  0.38
H16 2.16 -5.47 1.20  0.40
H17 4.45 -5.34 0.27  0.40
H18 5.48 -3.14 -0.14  0.39
H19 4.22 -1.08 0.34  0.35
H20 -4.97 0.32 1.30  0.40
H21 -5.31 -1.35 -0.41  0.46
H22 -3.59 -1.67 -0.56  0.34
H23 -4.25 -0.10 -1.05  0.33
H24 -3.26 -2.13 1.96  0.22
H25 -4.07 -1.09 3.13  0.40
H26 -5.02 -2.08 2.03  0.46
H27 1.22 3.58 -0.74  0.50
H28 4.62 2.63 0.03  0.24
H29 3.54 3.65 -0.95  0.36
H30 3.02 3.09 0.67  0.40

The spin multiplicity is 1. Its SMILES is COc1ccc(CCNC(=O)[C@H](NC(=O)OCc2ccccc2)C(C)C)cc1OC. For the energy relative to the best compared isomer or geometry (same formula, charge and spin), the calculation gives 0.3 kJ/mol. Its HOMO-LUMO gap is 8.70 eV. Its charge is 0. Its HOMO energy is -8.00 eV.

---

(7)
Formula: C23H30N4O2
Source: OMol25
Level of theory: ωB97M-V/def2-TZVPD

Last column: Mulliken charge in e.
CARTESIAN COORDINATES (ANGSTROEM)
C1 5.61 -4.61 -5.45  -1.35
C2 4.65 -4.08 -4.44  0.58
C3 3.41 -4.59 -4.21  -0.85
C4 2.61 -4.02 -3.21  -0.19
C5 3.02 -2.93 -2.50  0.21
C6 2.20 -2.44 -1.34  0.50
O1 1.86 -3.22 -0.47  -0.67
N1 1.91 -1.13 -1.30  0.32
C7 2.10 -0.19 -2.38  -0.67
C8 0.76 0.42 -2.79  -0.83
C9 0.08 1.06 -1.58  -0.71
C10 -0.10 0.00 -0.48  -0.09
N2 -0.79 0.44 0.72  0.37
C11 -2.23 0.50 0.60  -0.42
C12 -2.84 0.63 1.99  -0.98
N3 -2.35 1.84 2.62  0.49
C13 -3.08 2.32 3.72  0.00
C14 -2.59 2.27 5.02  -0.24
C15 -3.32 2.78 6.08  -0.78
C16 -4.56 3.36 5.85  -0.58
C17 -5.04 3.43 4.56  -0.70
C18 -4.32 2.94 3.48  0.92
C19 -4.86 3.11 2.09  -1.65
C20 -0.91 1.76 2.74  -1.07
C21 -0.31 1.66 1.34  -0.76
C22 1.29 -0.56 -0.13  -1.51
C23 4.33 -2.36 -2.72  0.50
O2 4.83 -1.41 -2.14  -0.70
N4 5.06 -3.01 -3.71  -0.08
H1 5.89 -3.83 -6.16  0.35
H2 5.18 -5.44 -5.99  0.34
H3 6.53 -4.95 -4.96  0.34
H4 3.06 -5.44 -4.78  0.34
H5 1.64 -4.45 -3.00  0.47
H6 2.54 -0.70 -3.24  0.50
H7 2.79 0.60 -2.05  0.22
H8 0.92 1.16 -3.57  0.40
H9 0.12 -0.37 -3.19  0.37
H10 -0.90 1.47 -1.87  0.35
H11 0.69 1.88 -1.21  0.34
H12 -0.69 -0.82 -0.89  0.26
H13 -2.59 -0.43 0.13  0.44
H14 -2.56 1.35 -0.02  0.15
H15 -3.93 0.66 1.92  0.54
H16 -2.56 -0.26 2.58  0.24
H17 -1.63 1.81 5.21  0.42
H18 -2.92 2.72 7.08  0.39
H19 -5.13 3.75 6.67  0.38
H20 -6.00 3.91 4.37  0.42
H21 -5.41 4.04 2.02  0.49
H22 -4.04 3.12 1.37  0.31
H23 -5.54 2.30 1.83  0.28
H24 -0.55 2.67 3.23  0.54
H25 -0.58 0.89 3.33  0.42
H26 0.78 1.62 1.42  0.40
H27 -0.60 2.55 0.77  0.25
H28 1.19 -1.35 0.62  0.46
H29 1.94 0.22 0.27  0.25
H30 5.99 -2.64 -3.86  0.26

The spin multiplicity is 1. Its SMILES is Cc1ccc(C(=O)N2CCC[C@H](N3CCN(c4ccccc4C)CC3)C2)c(=O)[nH]1. For the energy relative to the best compared isomer or geometry (same formula, charge and spin), the calculation gives 92.7 kJ/mol. Its HOMO-LUMO gap is 8.42 eV. Its charge is 0. Its HOMO energy is -7.97 eV.

---

Calculated total energy across the listed records, respectively: -2551.793139 -4628.144132 -3106.613875 -1479.904511 -1703.095830 -1380.190709 -1263.974532 hartree.
M across the listed records, respectively: 662.72 900.67 713.90 433.50 430.57 414.50 394.52 g mol⁻¹.